Record 1
Entry from the Open Molecules 2025 dataset: C37H50Cl2N5O10PS3Y as an isolated structure (the ωB97M-V functional and the def2-TZVPD basis).

Values from the calculation:
Total charge ... -1
2S+1 ... 1
HOMO-LUMO gap ... 7.35 eV
HOMO ... -0.19153 hartree
LUMO energy ... 2.14 eV
ΔE to the lowest compared entry with this formula, charge and spin ... 1.3 kcal/mol
Energy ... -134997.5885 eV

Element x y z (Å)
Y1 0.063 -0.655 -1.285
C1 -3.430 1.736 2.629
N1 -2.452 2.116 1.628
C2 -2.515 3.463 1.096
C3 -1.446 1.298 1.247
O1 -0.595 1.613 0.428
C4 -1.373 -0.069 1.914
O2 -0.250 -0.671 1.345
C5 0.122 -1.917 1.903
C6 1.319 -2.394 1.024
O3 1.662 -1.533 0.125
N2 2.376 -2.899 1.832
C7 3.585 -3.219 1.087
C8 2.028 -3.963 2.753
H1 -4.344 2.302 2.454
H2 -3.084 1.948 3.646
H3 -3.681 0.680 2.554
H4 -3.530 3.686 0.767
H5 -1.846 3.528 0.243
H6 -2.213 4.194 1.853
H7 -2.277 -0.652 1.706
H8 -1.248 0.045 3.000
H9 -0.719 -2.614 1.882
H10 0.455 -1.751 2.935
H11 3.784 -2.419 0.379
H12 3.475 -4.149 0.518
H13 4.413 -3.312 1.794
H14 1.143 -3.705 3.336
H15 2.860 -4.107 3.444
H16 1.830 -4.902 2.221
Cl1 -4.022 2.810 -7.031
C9 -3.249 2.233 -5.575
C10 -3.890 2.429 -4.341
C11 -3.295 1.996 -3.191
Cl2 -4.099 2.219 -1.670
C12 -2.010 1.341 -3.167
O4 -1.467 1.004 -2.086
C13 -1.423 1.137 -4.459
C14 -0.163 0.452 -4.576
O5 0.483 -0.063 -3.675
C15 -2.045 1.594 -5.631
H17 -4.854 2.919 -4.301
H18 0.244 0.404 -5.604
H19 -1.561 1.428 -6.587
O6 1.752 0.900 -1.323
P1 3.092 1.355 -0.874
N3 3.338 1.654 0.735
C16 2.518 2.691 1.382
C17 2.901 2.603 2.874
C18 3.722 1.303 3.008
C19 3.452 0.555 1.706
N4 3.383 2.821 -1.587
C20 4.424 3.764 -1.188
C21 3.765 5.163 -1.305
C22 2.317 4.892 -1.749
C23 2.399 3.518 -2.412
N5 4.236 0.236 -1.213
C24 5.660 0.391 -0.975
C25 6.150 -1.057 -0.983
C26 5.246 -1.756 -2.019
C27 4.032 -0.826 -2.213
H20 1.454 2.481 1.239
H21 2.734 3.669 0.951
H22 2.004 2.575 3.494
H23 3.484 3.470 3.185
H24 3.440 0.713 3.879
H25 4.786 1.536 3.088
H26 2.525 -0.018 1.761
H27 4.247 -0.132 1.422
H28 5.287 3.695 -1.857
H29 4.769 3.538 -0.179
H30 4.290 5.762 -2.051
H31 3.807 5.708 -0.362
H32 1.930 5.662 -2.417
H33 1.655 4.827 -0.884
H34 2.768 3.613 -3.441
H35 1.459 2.972 -2.423
H36 5.842 0.908 -0.031
H37 6.142 0.966 -1.779
H38 5.997 -1.493 0.006
H39 7.211 -1.133 -1.224
H40 4.905 -2.731 -1.675
H41 5.770 -1.902 -2.964
H42 3.098 -1.351 -2.033
H43 4.012 -0.409 -3.226
C28 -9.402 -3.555 4.610
C29 -8.162 -3.326 3.779
O7 -7.127 -2.919 4.232
S1 -8.408 -3.726 2.060
C30 -6.872 -3.204 1.347
C31 -5.777 -4.060 1.354
C32 -4.580 -3.654 0.792
C33 -4.454 -2.385 0.209
C34 -5.575 -1.544 0.195
C35 -6.772 -1.948 0.760
C36 -3.205 -1.946 -0.324
C37 -2.136 -1.491 -0.705
H44 -9.113 -3.921 5.593
H45 -10.086 -4.254 4.131
H46 -9.910 -2.598 4.735
H47 -5.865 -5.041 1.804
H48 -3.721 -4.313 0.789
H49 -5.484 -0.567 -0.263
H50 -7.633 -1.291 0.751
O8 0.633 -4.884 -2.671
S2 1.180 -3.797 -1.898
O9 0.630 -2.477 -2.348
O10 2.629 -3.741 -1.852
S3 0.446 -4.071 0.013



Record 2
Entry from the Open Molecules 2025 dataset: the molecule C3H3N3O2 at a distorted geometry (the ωB97M-V functional and the def2-TZVPD basis).

Values from the calculation:
Total charge ... 0
2S+1 ... 1
HOMO-LUMO gap ... 10.92 eV
SMILES ... O=C(O)n1cncn1
HOMO ... -0.38710 hartree
LUMO energy ... 0.38 eV
ΔE to the lowest compared entry with this formula, charge and spin ... 74.2 kcal/mol
Energy ... -11722.7407 eV

Element x y z (Å)
O1 -1.516 -0.257 1.972
C1 -0.980 0.500 1.206
O2 -1.555 1.635 0.798
N1 0.153 0.029 0.289
C2 0.379 -1.357 0.149
N2 1.059 -1.322 -1.005
C3 0.993 -0.052 -1.523
N3 0.427 0.805 -0.677
H1 -0.576 2.190 0.361
H2 0.061 -2.232 0.800
H3 1.554 0.059 -2.371



Record 3
Entry from the Open Molecules 2025 dataset: a 2-piece molecular cluster, C4H14N3 overall at a distorted geometry (the ωB97M-V functional and the def2-TZVPD basis).

Values from the calculation:
Total charge ... +1
2S+1 ... 1
HOMO-LUMO gap ... 11.65 eV
HOMO ... -0.54442 hartree
LUMO energy ... -3.17 eV
ΔE to the lowest compared entry with this formula, charge and spin ... 9.7 kcal/mol
Energy ... -8839.6005 eV

Element x y z (Å)
C1 1.443 0.593 1.682
C2 1.536 -0.392 -0.515
N1 1.150 -0.469 0.730
N2 2.322 0.598 -0.988
N3 1.178 -1.390 -1.361
H1 0.650 -1.294 1.015
H2 3.137 0.868 -0.449
H3 2.633 0.411 -1.933
H4 0.235 -1.723 -1.475
H5 1.748 -1.563 -2.167
H6 1.623 1.542 1.180
H7 2.348 0.381 2.231
H8 0.610 0.741 2.367
C3 -2.700 -0.039 0.641
C4 -2.423 0.462 -0.752
H9 -3.421 -0.859 0.731
H10 -1.835 -0.342 1.244
H11 -3.184 0.713 1.265
H12 -1.959 1.433 -0.719
H13 -3.310 0.522 -1.381
H14 -1.780 -0.194 -1.350



Record 4
Entry from the Open Molecules 2025 dataset: a 3-piece molecular cluster, C7H16OS overall at a distorted geometry (the ωB97M-V functional and the def2-TZVPD basis).

Values from the calculation:
Total charge ... 0
2S+1 ... 3
HOMO-LUMO gap (spin up / spin down) ... 7.34 / 7.77 eV
HOMO (spin up / spin down) ... -0.23992 / -0.35372 hartree
LUMO energy (spin up / spin down) ... 0.81 / -1.85 eV
Energy ... -20394.9102 eV

Element x y z (Å)
C1 -1.642 -1.733 1.903
C2 2.616 -1.285 -1.292
C3 3.758 0.994 -1.156
C4 -2.946 0.835 0.702
C5 -1.062 1.028 -0.938
C6 3.485 -0.463 -0.682
C7 -1.434 0.619 0.476
O1 -3.494 -1.447 -1.053
S1 -1.090 -1.305 0.441
H1 -1.961 -1.066 2.707
H2 -1.706 -2.850 2.114
H3 -3.036 -1.501 -1.925
H4 2.672 -2.325 -1.068
H5 1.955 -0.920 -2.135
H6 2.978 1.343 -1.915
H7 4.684 0.973 -1.644
H8 3.686 1.750 -0.401
H9 -3.138 1.942 0.607
H10 -3.501 0.248 0.023
H11 -3.061 0.470 1.710
H12 -0.189 0.521 -1.353
H13 -0.874 2.034 -0.939
H14 -1.908 0.708 -1.566
H15 4.157 -0.476 0.167
H16 -0.900 0.923 1.353



Record 5
Entry from the Open Molecules 2025 dataset: C3H7IOS as an isolated structure at a distorted geometry (the ωB97M-V functional and the def2-TZVPD basis).

Values from the calculation:
Total charge ... 0
2S+1 ... 1
HOMO-LUMO gap ... 9.60 eV
HOMO ... -0.34460 hartree
LUMO energy ... 0.22 eV
ΔE to the lowest compared entry with this formula, charge and spin ... 9.7 kcal/mol
Energy ... -24206.5435 eV

Element x y z (Å)
C1 0.202 -2.079 0.908
C2 -0.833 -1.845 -0.074
C3 0.132 2.174 -0.966
O1 -1.469 -0.817 -0.166
S1 0.746 2.613 0.718
I1 1.928 2.384 -2.270
H1 1.170 -2.590 0.483
H2 -0.202 -2.569 1.739
H3 0.607 -1.127 1.308
H4 -1.188 -2.569 -0.809
H5 -0.162 1.193 -0.898
H6 -0.545 2.816 -1.404
H7 -0.385 2.416 1.430



Record 6
Entry from the Open Molecules 2025 dataset: a 2-piece molecular cluster, C3HF3O overall at a distorted geometry (the ωB97M-V functional and the def2-TZVPD basis).

Values from the calculation:
Total charge ... 0
2S+1 ... 1
HOMO-LUMO gap ... 10.78 eV
HOMO ... -0.35901 hartree
LUMO energy ... 1.01 eV
ΔE to the lowest compared entry with this formula, charge and spin ... 31.7 kcal/mol
Energy ... -13325.0564 eV

Element x y z (Å)
C1 0.465 -1.965 0.484
C2 -0.194 0.859 0.362
C3 -0.369 0.392 -0.872
O1 1.025 -2.088 1.475
F1 1.036 1.155 0.711
F2 0.552 0.140 -1.739
F3 -1.605 0.078 -1.276
H1 -0.910 1.430 0.855



Record 7
Entry from the Open Molecules 2025 dataset: the molecule C5H5NS at a distorted geometry (the ωB97M-V functional and the def2-TZVPD basis).

Values from the calculation:
Total charge ... 0
2S+1 ... 1
HOMO-LUMO gap ... 8.97 eV
SMILES ... C#C/C(C=C)=N/S
HOMO ... -0.32239 hartree
LUMO energy ... 0.20 eV
ΔE to the lowest compared entry with this formula, charge and spin ... 74.7 kcal/mol
Energy ... -17587.6383 eV

Element x y z (Å)
C1 1.394 2.678 0.156
C2 0.706 1.715 0.398
C3 -0.066 0.461 0.507
C4 0.517 -0.779 -0.135
C5 -0.084 -1.409 -1.151
N1 -1.197 0.599 1.127
S1 -2.268 -0.699 1.356
H1 1.848 3.601 -0.054
H2 1.489 -1.035 0.258
H3 0.411 -2.259 -1.572
H4 -1.047 -1.095 -1.568
H5 -1.703 -1.778 0.677



Record 8
Entry from the Open Molecules 2025 dataset: a 2-piece molecular cluster, C6H12O overall at a distorted geometry (the ωB97M-V functional and the def2-TZVPD basis).

Values from the calculation:
Total charge ... 0
2S+1 ... 1
HOMO-LUMO gap ... 10.17 eV
SMILES ... C=CCC(=C)C.O
HOMO ... -0.34425 hartree
LUMO energy ... 0.80 eV
ΔE to the lowest compared entry with this formula, charge and spin ... 72.6 kcal/mol
Energy ... -8461.2051 eV

Element x y z (Å)
C1 0.180 1.848 -1.724
C2 -0.160 1.490 -0.481
C3 0.940 0.902 0.605
C4 0.451 -0.633 0.828
C5 1.469 -1.536 0.765
C6 -0.818 -0.942 1.665
H1 1.153 1.613 -2.246
H2 -0.497 2.514 -2.254
H3 -1.212 1.626 -0.084
H4 1.859 1.037 -0.035
H5 0.939 1.537 1.583
H6 1.306 -2.639 0.725
H7 2.417 -1.132 0.447
H8 -0.683 -0.642 2.713
H9 -1.822 -0.468 1.288
H10 -1.067 -2.009 1.691
O1 -1.515 -1.251 -1.882
H11 -1.598 -0.470 -2.569
H12 -1.342 -0.844 -1.035



Question: Which of these has the lowest energy?
Answer: C37H50Cl2N5O10PS3Y



Question: The highest 2S+1 belongs to which entry?
Answer: C7H16OS



Question: Number 8 is which compound?
Answer: C6H12O



Question: Which formula does entry 8 have?
Answer: C6H12O